Entry 1:
Molecular formula: C15H22O2
Method: DFT, ωB97M-V with the def2-TZVPD basis set

Last column: Löwdin charge in e.
Positions of all 39 atoms, in Å:
H1 3.249 0.619 -0.515  0.13
H2 -0.763 2.080 4.325  0.12
H3 2.073 -0.412 -3.428  0.09
H4 3.243 3.074 -0.645  0.06
C1 -1.646 -0.552 3.023  -0.05
C2 -0.198 1.367 3.702  -0.14
C3 2.629 0.602 0.387  -0.02
O1 2.124 -1.791 0.336  0.04
H5 -1.791 1.468 2.331  0.14
C4 -0.660 -0.011 -3.000  -0.04
C5 -0.691 0.507 -0.006  -0.04
C6 -1.025 0.763 2.579  -0.30
H6 1.915 1.523 3.251  0.12
H7 0.202 0.570 4.356  0.12
C7 0.987 2.055 2.987  -0.13
H8 1.391 -1.987 -3.160  0.09
H9 1.976 4.064 0.250  0.06
C8 0.692 1.978 1.506  -0.21
H10 -0.909 -1.286 3.376  0.09
H11 -0.942 1.465 -0.517  0.15
C9 1.924 1.929 0.603  -0.22
C10 1.528 -0.499 0.268  -0.43
H12 -1.612 -0.072 0.073  0.12
C11 2.412 3.086 0.058  0.07
H13 -2.371 -0.435 3.827  0.08
H14 1.098 3.090 3.326  0.12
H15 -1.616 0.185 -2.503  0.08
H16 2.470 -1.277 -1.973  0.08
H17 -2.101 -0.980 2.143  0.07
H18 0.000 2.785 1.218  0.16
H19 -0.272 0.896 -3.515  0.10
C12 0.385 -0.272 -0.706  -0.08
O2 0.811 -0.473 1.510  0.01
C13 0.424 -0.434 -2.055  -0.28
H20 3.262 0.372 1.225  0.13
C14 1.630 -1.044 -2.653  -0.06
H21 -0.785 -0.766 -3.789  0.08
H22 1.677 -2.199 1.064  0.09
C15 -0.078 0.649 1.377  -0.39

Calculated values
LUMO: 0.029 Eh
E_HOMO: -8.72 eV
ΔE to the lowest compared entry with this formula, charge and spin: 115.9 kJ/mol
SMILES: C=C1C[C@@]2(O)O[C@@]3(CC2=C(C)C)[C@@H](C)CC[C@@H]13
Kohn-Sham gap: 9.510 eV

***

Entry 2:
Molecular formula: C15H23BHgN6Si
Method: DFT, ωB97M-V with the def2-TZVPD basis set

Last column: Löwdin charge in e.
Positions of all 47 atoms, in Å:
C1 1.371 3.754 -2.492  -0.10
C2 2.041 -0.808 0.064  -0.09
H1 1.970 4.348 -3.158  0.07
C3 -3.924 0.648 -1.153  -0.09
H2 -0.044 -5.731 1.555  0.03
C4 0.082 -5.957 0.501  -0.20
C5 1.333 -1.898 -0.686  -0.22
H3 3.671 -4.344 0.427  0.03
H4 0.387 -7.003 0.452  0.04
H5 1.402 -0.558 0.901  0.01
H6 3.241 -6.011 0.797  0.04
H7 -2.889 -1.319 -0.766  0.07
H8 0.912 -5.700 -2.634  0.03
H9 -4.874 0.375 -1.559  0.07
H10 2.179 0.091 -0.551  0.06
H11 2.567 -5.193 -2.475  0.03
C6 0.377 4.191 -1.616  -0.11
C7 -0.314 2.703 3.733  -0.09
C8 0.940 -3.013 -0.115  -0.05
N1 -0.083 3.120 -0.933  -0.05
C9 1.481 2.365 -2.276  -0.19
H12 -1.849 3.992 0.110  0.11
C10 -3.436 1.923 -0.886  -0.08
C11 1.737 -5.637 -1.921  -0.18
H13 2.980 -1.116 0.561  0.09
H14 2.636 -4.695 1.789  0.03
N2 -0.722 2.622 1.549  -0.03
C12 -0.721 3.444 2.634  -0.08
H15 0.013 5.197 -1.457  0.11
N3 -2.187 1.787 -0.369  -0.04
C13 -0.062 1.405 3.239  -0.22
H16 -0.184 3.027 4.745  0.08
H17 2.037 -6.682 -1.759  0.04
C14 -2.902 -0.235 -0.739  -0.21
H18 -1.006 4.481 2.536  0.11
H19 -0.902 -5.904 0.053  0.03
Si1 1.321 -4.828 -0.274  0.43
H20 0.220 0.514 3.788  0.06
B1 -1.244 2.939 0.105  -0.50
H21 -3.859 2.904 -1.030  0.11
H22 2.152 1.684 -2.815  0.09
H23 1.249 -1.676 -1.729  0.12
N4 -1.867 0.459 -0.237  -0.01
C15 2.858 -4.989 0.762  -0.19
Hg1 -1.106 -1.455 1.945  0.79
N5 -0.356 1.352 1.927  -0.02
N6 0.597 1.969 -1.337  0.05

Calculated values
LUMO (alpha / beta): -0.142 / -0.062 Eh
E_HOMO (alpha / beta): -8.03 / -8.03 eV
ΔE to the lowest compared entry with this formula, charge and spin: 105.2 kJ/mol
Kohn-Sham gap (alpha / beta): 4.170 / 6.345 eV

***

Entry 3:
Molecular formula: C15H23Br3Cl4O6
Method: DFT, ωB97M-V with the def2-TZVPD basis set

Last column: Löwdin charge in e.
Positions of all 51 atoms, in Å:
C1 -6.459 -6.221 -12.113  -0.17
C2 -11.360 -2.164 -12.810  -1.57
C3 -7.080 -5.000 -18.844  -0.50
C4 -6.631 -7.184 -13.276  -0.16
H1 -6.607 -9.346 -12.902  0.13
H2 -6.106 -2.400 -13.231  -0.05
O1 -7.005 -9.063 -10.303  0.13
C5 -9.200 -1.142 -9.882  -0.20
C6 -5.180 -4.362 -19.989  -0.13
Br1 -11.724 -3.049 -14.487  0.59
H3 -7.327 -5.569 -12.050  0.10
H4 -8.986 -1.382 -7.649  0.11
Br2 -12.891 -1.933 -11.611  0.57
C7 -7.198 -8.466 -12.656  -0.06
H5 -5.684 -7.516 -13.710  0.11
O2 -6.368 -5.180 -19.978  0.03
C8 -6.271 -4.200 -17.852  -0.12
O3 -6.648 -3.131 -10.996  0.10
C9 -3.145 -4.114 -13.608  -0.94
Cl1 -4.147 -3.615 -14.963  0.55
H6 -9.037 -0.076 -9.701  0.13
C10 -6.876 -8.277 -11.185  -0.51
O4 -6.340 -7.067 -10.953  0.04
H7 -5.335 -3.550 -20.694  0.12
H8 -6.283 -4.816 -16.953  0.09
C11 -7.639 -2.607 -8.825  -0.06
O5 -8.187 -5.437 -18.712  0.12
O6 -8.368 -1.725 -10.849  -0.03
C12 -4.962 -3.924 -18.534  -0.16
H9 -4.332 -4.957 -20.324  0.12
H10 -8.271 -8.576 -12.785  0.13
H11 -10.256 -1.191 -10.160  0.08
H12 -4.170 -4.392 -17.951  0.09
H13 -7.780 -1.856 -12.963  -0.02
Cl2 -3.471 -2.974 -12.239  0.51
C13 -9.007 -1.932 -8.585  -0.13
Cl3 -6.677 -0.945 -14.937  0.52
H14 -4.674 -2.869 -18.559  0.12
H15 -10.542 -2.724 -12.377  -0.05
Cl4 -7.532 -3.703 -14.473  0.51
H16 -7.214 -6.712 -14.064  0.09
H17 -9.754 -2.720 -8.475  0.11
H18 -5.612 -5.552 -12.238  0.10
H19 -3.539 -5.067 -13.283  0.01
H20 -7.578 -3.615 -8.422  0.13
H21 -2.104 -4.061 -13.891  0.03
C14 -7.412 -2.544 -10.299  -0.44
C15 -7.047 -2.142 -13.705  -1.01
Br3 -10.480 -0.446 -13.196  0.58
H22 -6.988 -3.398 -17.646  0.13
H23 -6.849 -2.027 -8.336  0.13

Calculated values
LUMO: -0.011 Eh
E_HOMO: -10.07 eV
ΔE to the lowest compared entry with this formula, charge and spin: 0.0 kJ/mol
Kohn-Sham gap: 9.775 eV

***

Entry 4:
Molecular formula: C15H23N5O3
Method: DFT, ωB97M-V with the def2-TZVPD basis set

Last column: Löwdin charge in e.
Positions of all 46 atoms, in Å:
H1 -1.748 -1.577 3.689  0.11
C1 -1.663 -3.463 2.714  -0.22
C2 1.250 4.542 -1.799  -0.05
O1 1.602 2.668 0.957  0.08
C3 1.401 5.691 -3.765  -0.14
C4 0.389 3.675 -2.379  -0.27
C5 0.931 1.638 -1.115  -0.24
H2 0.729 -0.495 -0.631  0.17
C6 -0.987 -2.283 3.355  -0.20
N1 -1.974 -6.132 1.796  0.10
H3 -0.859 -3.033 0.432  0.04
C7 -0.067 2.638 -1.421  -0.15
H4 0.780 -5.718 0.376  0.11
H5 2.410 6.461 -2.066  0.14
C8 0.324 3.541 -3.764  -0.05
H6 -1.969 -0.951 1.331  0.12
H7 -0.913 2.019 -1.938  0.16
O2 -0.722 1.317 1.435  0.05
H8 1.505 1.255 -2.082  0.22
O3 3.174 2.532 -0.693  0.08
H9 0.654 4.853 -5.599  0.10
H10 1.415 4.378 -0.686  0.14
N2 -0.859 -2.020 0.109  -0.02
H11 -2.781 -5.647 2.170  0.03
C9 0.802 4.627 -4.528  -0.07
H12 0.749 -2.067 2.035  0.09
H13 -0.559 2.932 -4.430  0.17
H14 -1.673 -1.732 -0.731  0.19
C10 2.000 2.244 -0.342  -0.42
H15 1.586 6.514 -4.452  0.10
H16 0.792 2.217 1.212  0.04
H17 -0.418 -2.884 4.236  0.16
N3 -0.538 -4.056 1.784  -0.03
H18 0.319 -0.433 2.807  0.15
C11 1.731 5.659 -2.498  -0.08
C12 -0.843 -5.537 1.630  -0.57
H19 -0.690 3.140 -0.643  0.15
N4 0.303 0.459 -0.438  0.14
C13 -0.943 -1.065 1.141  -0.36
H20 0.475 -3.864 2.098  0.14
H21 -0.359 -7.219 0.799  0.20
H22 -2.590 -3.440 2.110  0.12
H23 -1.905 -4.144 3.627  0.13
C14 -0.398 0.421 0.682  -0.45
C15 -0.089 -1.445 2.355  -0.14
N5 0.225 -6.215 1.121  0.05

Calculated values
LUMO: 0.016 Eh
E_HOMO: -9.14 eV
ΔE to the lowest compared entry with this formula, charge and spin: 612.9 kJ/mol
SMILES: [H]/N=C(/N)NCCC[C@H](N)C(=O)N[C@@H](Cc1ccccc1)C(=O)O
Kohn-Sham gap: 9.581 eV

***

Entry 5:
Molecular formula: C15H23NO2
Method: DFT, ωB97M-V with the def2-TZVPD basis set

Last column: Löwdin charge in e.
Positions of all 41 atoms, in Å:
C1 -0.127 0.303 -0.183  -0.03
H1 0.839 1.985 0.704  0.11
H2 -0.686 -0.441 -4.934  0.12
C2 0.925 1.440 4.040  -0.07
C3 2.229 0.683 3.806  -0.43
H3 4.252 0.660 4.581  0.07
H4 -2.359 0.098 -2.586  0.12
H5 -2.830 -1.977 0.210  0.09
C4 0.682 -1.842 0.478  -0.02
H6 3.523 2.266 4.508  0.08
H7 0.136 1.050 3.401  0.07
H8 3.637 0.304 2.222  0.12
C5 -1.421 0.202 -4.447  -0.16
H9 0.650 -2.919 0.411  0.11
H10 -2.635 0.399 -6.229  0.12
H11 -3.361 -1.838 -1.466  0.08
H12 3.030 1.129 5.764  0.07
H13 -1.052 1.236 -4.453  0.12
C6 3.327 1.217 4.721  -0.08
C7 2.666 0.792 2.335  -0.15
H14 0.609 1.341 5.076  0.08
H15 2.289 -1.847 1.881  0.12
N1 -1.557 -0.254 -3.085  0.07
C8 -0.884 -1.328 -2.616  -0.47
H16 1.056 2.498 3.822  0.08
C9 0.797 0.906 0.648  -0.03
H17 2.062 -0.375 4.036  0.13
C10 -2.768 0.129 -5.173  -0.25
C11 -1.211 -1.749 -1.183  -0.24
H18 2.785 1.847 2.078  0.12
O1 -3.738 0.947 -4.560  -0.07
C12 -0.203 -1.081 -0.275  -0.20
O2 -0.027 -1.895 -3.263  0.07
H19 -0.790 0.921 -0.772  0.11
C13 1.678 0.148 1.408  -0.24
C14 -2.646 -1.467 -0.734  -0.05
H20 -1.036 -2.829 -1.151  0.14
C15 1.607 -1.236 1.307  -0.03
H21 -3.466 1.868 -4.643  0.09
H22 -3.164 -0.887 -5.117  0.12
H23 -2.818 -0.406 -0.568  0.07

Calculated values
LUMO: 0.025 Eh
E_HOMO: -8.76 eV
ΔE to the lowest compared entry with this formula, charge and spin: 28.3 kJ/mol
SMILES: CC(C)Cc1ccc([C@@H](C)C(=O)NCCO)cc1
Kohn-Sham gap: 9.445 eV